Record 1
# C22H36N2O4

C22H36N2O4 in the gas phase (wB97M-V/def2-TZVPD, the OMol25 dataset).

```
64
Properties=species:S:1:pos:R:3:forces:R:3
C 1.607 6.472 1.971 -0.1 -0.4 -0.2
C 1.074 5.080 1.667 -0.1 0.2 0.4
H -0.023 5.097 1.607 0.1 -0.1 0.0
H 1.370 4.379 2.460 -0.1 0.0 -0.1
O 1.625 4.677 0.430 0.1 -0.1 -0.2
C 1.299 3.455 -0.060 0.1 -0.1 -0.3
C 0.446 2.555 0.557 -0.1 0.0 0.1
C 0.177 1.327 -0.034 0.2 0.4 -0.2
C 0.755 1.001 -1.253 -0.1 -0.1 0.1
C 1.616 1.890 -1.889 0.1 0.2 0.0
C 1.894 3.132 -1.298 0.0 0.1 0.0
O 2.733 4.081 -1.794 0.0 -0.3 0.3
C 2.882 4.244 -3.195 0.2 0.3 -0.6
C 3.420 5.648 -3.428 -0.2 -0.4 0.2
H 3.562 5.819 -4.492 0.0 0.0 -0.1
H 4.370 5.768 -2.915 0.1 0.1 0.0
H 2.722 6.383 -3.036 -0.1 0.1 0.0
H 3.580 3.498 -3.593 -0.2 0.1 0.1
H 1.915 4.118 -3.695 0.1 0.0 0.1
O 2.238 1.610 -3.078 0.0 0.3 0.3
C 1.917 0.418 -3.763 0.0 -0.3 -0.2
C 2.687 0.427 -5.075 -0.2 0.1 0.4
H 2.399 1.290 -5.669 0.0 0.1 -0.1
H 2.474 -0.479 -5.635 0.0 -0.1 -0.1
H 3.754 0.483 -4.878 0.1 0.0 0.0
H 0.837 0.369 -3.959 0.1 0.0 0.1
H 2.208 -0.456 -3.163 -0.1 0.1 0.0
H 0.513 0.063 -1.725 0.0 -0.1 -0.1
C -0.769 0.419 0.674 0.1 -0.1 -0.1
O -1.675 0.836 1.373 -0.1 0.2 0.2
N -0.544 -0.904 0.487 0.1 -0.3 -0.1
H 0.277 -1.201 -0.015 0.0 0.1 0.0
C -1.350 -1.933 1.108 -0.1 -0.1 0.0
C -0.533 -2.720 2.131 -0.4 0.0 0.0
H -0.146 -2.044 2.895 0.1 0.0 0.0
H 0.313 -3.182 1.617 0.1 0.0 0.0
C -1.364 -3.825 2.798 0.3 0.0 0.3
N -2.009 -4.617 1.763 0.1 -0.2 0.0
H -2.561 -5.354 2.185 0.0 0.0 0.0
C -2.752 -4.002 0.674 -0.2 -0.1 -0.5
C -1.892 -2.893 0.052 -0.2 0.0 0.4
H -2.481 -2.344 -0.683 0.0 0.0 -0.1
H -1.045 -3.357 -0.460 0.1 0.0 -0.1
C -2.959 -5.111 -0.370 0.1 0.3 0.2
H -3.375 -4.700 -1.286 -0.1 0.0 -0.1
H -3.641 -5.867 0.012 -0.1 -0.1 0.0
H -2.010 -5.589 -0.595 0.1 0.0 0.0
C -4.137 -3.458 1.067 0.3 0.0 -0.1
H -4.678 -4.199 1.653 -0.1 -0.1 0.1
H -4.067 -2.544 1.648 -0.1 0.1 0.1
H -4.716 -3.243 0.172 -0.1 0.1 -0.1
C -0.412 -4.786 3.528 -0.1 0.3 -0.2
H 0.225 -4.242 4.220 0.1 0.1 0.2
H -0.979 -5.527 4.088 -0.1 -0.1 0.1
H 0.213 -5.307 2.807 0.1 0.0 -0.1
C -2.324 -3.227 3.843 0.2 0.0 -0.2
H -2.887 -2.388 3.447 -0.1 0.1 0.0
H -1.758 -2.874 4.703 0.0 0.1 0.1
H -3.026 -3.985 4.184 -0.1 -0.1 0.0
H -2.164 -1.394 1.598 0.1 -0.1 0.0
H -0.040 2.780 1.491 0.0 0.1 0.1
H 1.310 7.161 1.186 0.0 0.1 0.0
H 2.692 6.449 2.018 0.1 0.0 0.0
H 1.213 6.821 2.922 0.0 0.1 0.1
```
Forces are in eV/Å.

Output
- Orbital gap: 8.61 eV
- Energy relative to the best compared isomer or geometry (same formula, charge and spin): 18.5 kcal/mol
- E_LUMO: 0.022 Eh

***

Record 2
# C22H36N6O2

C22H36N6O2 in the gas phase at a distorted geometry (wB97M-V/def2-TZVPD, the OMol25 dataset).

```
66
Properties=species:S:1:pos:R:3:forces:R:3
C 4.129 5.033 1.088 -0.3 0.0 -0.1
C 2.903 4.896 0.193 0.1 0.1 -0.1
C 3.245 4.499 -1.243 -0.1 -0.1 0.2
H 2.341 4.556 -1.851 0.0 0.0 -0.1
H 3.971 5.207 -1.649 0.0 0.1 -0.1
C 3.816 3.080 -1.372 -0.1 0.2 -0.1
C 2.833 2.057 -0.926 0.3 -0.3 0.7
C 2.758 1.355 0.261 -0.1 0.2 -0.5
N 1.654 0.586 0.136 0.6 0.6 -0.2
N 1.093 0.807 -1.044 -0.8 -0.6 0.1
N 1.782 1.678 -1.683 0.2 0.4 -0.5
C 1.109 -0.382 1.044 0.0 -0.6 0.4
H 0.304 -0.888 0.506 0.0 0.1 0.1
H 0.719 0.118 1.937 0.0 0.0 -0.1
C 2.171 -1.420 1.454 -0.2 0.3 0.3
C 1.565 -2.540 2.305 0.2 0.1 -0.1
H 0.766 -2.185 2.952 0.0 0.0 0.1
C 1.076 -3.524 1.243 0.1 0.1 -0.1
H 1.129 -4.557 1.578 0.0 0.0 0.0
H 0.051 -3.301 0.950 0.0 -0.1 0.0
C 2.014 -3.265 0.050 -0.4 -0.5 -0.4
C 1.253 -3.210 -1.284 0.6 -0.2 0.1
O 0.108 -2.387 -1.190 0.0 0.2 0.2
C -0.272 -2.080 -2.520 -0.2 0.2 -0.4
C 1.043 -1.889 -3.298 -0.2 0.0 0.1
H 0.965 -2.293 -4.304 0.0 0.0 -0.1
H 1.280 -0.828 -3.359 0.0 0.0 -0.1
C 2.081 -2.632 -2.446 -0.1 0.0 0.2
H 2.822 -1.943 -2.043 0.0 0.0 -0.1
H 2.593 -3.419 -2.994 0.1 0.0 0.0
C -1.157 -0.833 -2.520 0.6 -0.5 -0.3
N -2.330 -1.055 -1.725 -0.5 0.3 0.8
C -2.591 -0.602 -0.479 -0.4 -0.3 0.0
C -3.802 -1.175 -0.147 0.7 0.3 0.2
N -4.190 -1.929 -1.198 -0.6 -0.2 0.4
N -3.309 -1.854 -2.125 0.5 -0.3 -1.2
C -4.628 -1.023 1.081 0.0 0.3 -0.2
H -5.305 -1.875 1.149 0.0 -0.1 0.1
C -5.446 0.273 1.026 -0.3 -0.2 0.2
C -6.409 0.424 2.202 0.2 0.2 0.0
C -5.702 0.609 3.540 -0.2 -0.1 -0.1
H -6.427 0.795 4.328 0.0 0.0 0.1
H -5.019 1.455 3.496 0.1 0.1 0.0
H -5.134 -0.279 3.808 0.1 -0.1 0.1
H -7.046 1.292 2.018 -0.1 -0.1 0.0
H -7.056 -0.455 2.252 -0.1 0.0 0.0
H -6.019 0.275 0.096 0.1 0.0 -0.1
H -4.765 1.128 1.000 0.0 0.0 -0.1
H -3.975 -1.016 1.956 -0.1 -0.1 0.0
H -1.937 0.066 0.039 0.2 0.2 0.1
H -1.461 -0.617 -3.547 0.0 0.0 0.1
H -0.589 0.003 -2.101 -0.3 -0.2 -0.1
H -0.843 -2.931 -2.926 0.1 0.1 0.1
H 0.930 -4.238 -1.525 0.0 0.1 0.1
H 2.775 -4.050 -0.047 -0.1 0.1 0.0
O 2.718 -2.061 0.324 0.0 0.2 -0.1
H 2.344 -2.994 2.918 0.0 0.1 0.0
H 3.002 -0.914 1.958 -0.1 0.0 0.0
H 3.378 1.353 1.132 0.2 0.0 0.2
H 4.054 2.897 -2.422 0.1 -0.1 0.1
H 4.731 2.983 -0.787 0.1 0.0 -0.1
H 2.377 5.854 0.168 -0.1 0.0 0.0
H 2.220 4.158 0.619 -0.1 0.1 0.0
H 3.839 5.390 2.074 0.1 0.0 0.1
H 4.834 5.743 0.661 0.1 0.1 0.0
H 4.635 4.078 1.211 0.1 -0.1 0.1
```
Forces are in eV/Å.

Output
- Orbital gap: 9.44 eV
- Energy relative to the best compared isomer or geometry (same formula, charge and spin): 3.8 kcal/mol
- E_LUMO: 0.020 Eh